1.
Molecular formula: C27H25BrIrN5O4S
Method: DFT, the ωB97M-V functional and the def2-TZVPD basis

Structure (XYZ):
```
64
Properties=species:S:1:pos:R:3
H -3.692 -1.091 -3.169
H 1.897 -4.612 -6.702
C 2.098 2.122 -0.352
C -3.482 0.919 2.342
C -2.487 -0.953 1.414
C 0.360 1.811 6.317
H -4.281 0.460 -2.531
Br 5.820 3.141 -1.787
C -4.384 0.138 3.047
H 1.589 0.064 6.724
C 1.770 -4.027 -5.801
N 1.423 -1.640 -2.494
O 0.316 0.334 2.522
H 3.096 -2.454 -6.440
H -4.945 -1.871 3.542
H 4.528 0.800 -3.056
H -1.507 -2.588 0.434
C 2.314 -0.674 -2.908
C -0.326 2.486 5.342
C -2.486 -0.172 -1.619
C -1.662 -1.522 0.287
C 3.860 1.165 -2.290
C 1.493 3.798 1.167
H 1.718 4.555 0.415
C 0.924 -4.513 -4.786
H 0.380 2.190 7.329
C 2.440 -2.830 -5.666
O 1.119 2.568 0.517
N -2.504 0.391 1.586
H -3.529 1.991 2.390
H -0.858 3.403 5.558
O -1.853 0.821 -1.242
H 3.593 3.634 0.018
C 1.033 0.628 5.991
C -3.393 -0.109 -2.809
C 2.652 0.506 -2.072
N 2.808 -0.890 -4.089
C -3.333 -1.783 2.125
C 3.310 2.759 -0.545
S -1.190 2.859 2.753
H 1.109 -1.757 -1.547
H -2.888 0.435 -3.605
O 0.579 0.426 -0.800
C 0.723 -3.809 -3.617
H 0.650 4.109 1.764
C 1.404 -2.599 -3.494
H -0.682 -1.049 0.228
C 1.796 0.988 -1.101
H -3.030 -2.077 -1.244
H -3.268 -2.852 1.982
N -2.378 -1.357 -0.978
H 1.465 -0.716 4.339
H -0.017 0.457 -1.564
Ir -0.891 1.429 1.036
C -0.360 2.008 4.023
C 4.174 2.263 -1.518
H -5.141 0.621 3.648
C 2.254 -2.112 -4.486
H 0.425 -5.462 -4.927
H 0.078 -4.190 -2.835
C -4.278 -1.233 2.978
C 0.983 0.179 4.702
N 0.299 0.858 3.752
H 2.362 3.626 1.802
```

The net charge is +1. The value obtained for the HOMO-LUMO gap (spin up / spin down) is 7.46 / 7.60 eV. For the total energy, the calculation gives -4694.92334 Ha. The max |F| comes out at 1.1 eV/Å. The value obtained for the HOMO energy (spin up / spin down) is -10.32 / -10.45 eV. The calculation puts the lowest unoccupied orbital energy (spin up / spin down) at -2.8572 / -2.8464 eV. The multiplicity is 2. For the molar mass, the calculation gives 787.72 g/mol.

---

2.
Molecular formula: C2H3N3O
Method: DFT, the ωB97M-V functional and the def2-TZVPD basis

Structure (XYZ):
```
9
Properties=species:S:1:pos:R:3
N 1.686 0.488 0.352
H 0.665 -1.517 3.490
H -0.691 0.801 -1.854
C 0.617 -0.276 0.702
N 1.172 1.258 -0.555
O 1.586 2.196 -1.168
H -1.031 1.847 -0.529
C -0.363 0.937 -0.796
N -0.502 -0.165 0.135
```

The value obtained for the HOMO-LUMO gap (spin up / spin down) is 9.07 / 9.13 eV. For the total energy, the calculation gives -317.21418 Ha. The max |F| comes out at 3.1 eV/Å. The value obtained for the HOMO energy (spin up / spin down) is -10.29 / -9.87 eV. The calculation puts the lowest unoccupied orbital energy (spin up / spin down) at -1.2193 / -0.7442 eV. The multiplicity is 1. For the molar mass, the calculation gives 85.07 g/mol.

---

3.
Molecular formula: C31H46ClN4O9P2STi
Method: DFT, the ωB97M-V functional and the def2-TZVPD basis

Structure (XYZ):
```
95
Properties=species:S:1:pos:R:3
H 0.022 -5.634 4.325
H -4.597 -1.163 -4.029
C -4.592 -1.756 -3.113
H 2.696 3.690 2.967
P -0.976 -1.588 2.609
H -1.723 3.144 1.433
H -5.650 0.679 1.107
C -1.523 1.756 -1.763
N 2.830 -0.269 -0.974
H 1.050 4.189 3.404
O -0.801 0.639 -1.610
H -3.672 0.911 2.309
H -2.217 -1.638 -4.191
C -2.146 -2.619 1.731
C 1.847 -2.179 -0.683
C 0.294 -3.532 4.039
H 0.311 1.765 3.158
C 2.211 0.983 2.875
H 2.152 -4.312 3.345
H 1.393 3.509 1.798
C -5.546 -1.394 0.494
N 2.925 0.146 2.538
N 1.599 -0.911 -0.706
N 4.019 1.626 -1.239
P -2.850 -1.680 0.274
H -2.932 -2.904 2.424
C -0.682 -5.604 -0.780
H -2.850 4.454 -0.123
H -6.444 -1.271 2.440
H -1.453 -4.681 4.563
C -3.690 0.882 3.399
C 1.332 2.056 3.399
O -1.691 -0.357 3.252
H -5.715 -1.946 -0.430
H 2.895 -2.435 -0.784
H -4.676 -2.816 -3.378
H 1.107 -3.726 2.038
S 1.498 2.024 -0.445
C -1.839 2.622 -0.657
H -4.724 0.899 3.753
H -6.483 0.313 -0.417
H -3.216 -0.445 -2.128
H -3.552 -1.240 3.552
O -0.564 -2.352 3.926
C 0.915 -3.294 -0.648
O -3.445 -2.239 -1.088
C 0.704 -5.723 -0.751
C -5.596 0.095 0.185
H -4.715 0.430 -0.362
C -2.803 -0.408 5.386
C 1.449 -3.527 3.057
C 2.812 1.026 -0.896
C -2.587 3.790 -0.940
H 4.810 1.011 -1.123
H -1.178 -1.536 -2.768
H 2.557 -4.648 -0.697
O -4.304 -1.830 1.058
H 1.452 2.042 4.481
C -2.099 -1.961 -3.153
H -6.587 -2.866 1.676
C -2.994 -0.363 3.886
H -2.947 3.550 -4.300
C -1.264 -4.352 -0.715
Ti -0.156 -0.023 0.001
H -2.028 -3.055 -3.133
H -3.169 1.768 3.774
C -1.940 2.107 -3.037
Cl -3.880 5.592 -2.518
C -2.975 4.101 -2.222
O -2.510 -0.216 0.328
H 4.138 2.538 -0.831
H 1.177 -6.696 -0.785
H -0.845 -4.997 2.924
H -3.774 -0.384 5.887
C -1.437 2.403 0.692
H 1.970 -2.568 3.048
C -6.612 -1.789 1.490
H -2.221 0.460 5.706
C -0.480 -3.192 -0.613
H -1.665 1.443 -3.850
O -1.036 -1.981 -0.469
H -2.268 -1.309 5.687
C -0.552 -4.782 3.956
H -5.465 -1.480 -2.518
H 0.696 -3.449 5.045
C 1.473 -4.574 -0.695
H -1.312 -6.482 -0.857
O -0.715 1.385 1.133
C -2.658 3.276 -3.293
H -2.339 -4.263 -0.738
H -1.595 -3.498 1.409
O 0.202 -1.141 1.798
H -7.604 -1.520 1.117
C 1.638 3.450 2.855
C -3.308 -1.506 -2.358
```

The net charge is -1. The value obtained for the HOMO-LUMO gap (spin up / spin down) is 4.64 / 6.84 eV. For the total energy, the calculation gives -4495.98642 Ha. The max |F| comes out at 2.2 eV/Å. The value obtained for the HOMO energy (spin up / spin down) is -2.28 / -4.48 eV. The calculation puts the lowest unoccupied orbital energy (spin up / spin down) at 2.3552 / 2.3541 eV. The multiplicity is 3. For the molar mass, the calculation gives 796.06 g/mol.

---

4.
Molecular formula: C9H2O3
Method: DFT, the ωB97M-V functional and the def2-TZVPD basis

Structure (XYZ):
```
14
Properties=species:S:1:pos:R:3
H -1.520 -0.426 -2.797
C -0.841 -0.324 -1.969
C 1.016 -0.166 -0.593
C 0.338 0.648 2.998
C 0.029 0.079 0.315
C 0.511 -0.405 -1.961
O 0.355 0.907 4.127
C 1.902 -0.476 -1.679
C 0.486 0.340 1.716
C -1.263 -0.041 -0.632
O -3.236 0.220 0.805
H 1.578 0.222 1.654
C -2.372 0.093 0.051
O 3.016 -0.670 -2.035
```

The value obtained for the HOMO-LUMO gap is 7.26 eV. For the total energy, the calculation gives -569.64908 Ha. The max |F| comes out at 3.5 eV/Å. The value obtained for the HOMO energy is -8.50 eV. The calculation puts the lowest unoccupied orbital energy at -1.2388 eV. The multiplicity is 1. For the molar mass, the calculation gives 158.11 g/mol.

---

So what do the calculations give for ΔE to the lowest compared entry with this formula, charge and spin? Going down the list: 122.8 835.3 0.0 21.6 kJ/mol.